Molecular formula: C33H39AsN5O4SSc
Method: DFT, ωB97M-V with the def2-TZVPD basis set

Geometry as XYZ:
```
84
Properties=species:S:1:pos:R:3
Sc -0.313 0.087 -0.020
O -5.174 4.239 -3.018
C -5.202 3.008 -3.196
O -5.895 2.270 -3.917
C -4.250 2.243 -2.271
C -4.123 2.579 -0.923
C -3.244 1.895 -0.116
N -2.434 0.926 -0.579
C -2.584 0.598 -1.882
C -3.473 1.186 -2.744
C -1.623 -0.441 -2.384
O -1.980 -1.401 -3.020
O -0.362 -0.209 -2.009
H -4.704 3.401 -0.526
H -3.176 2.120 0.939
H -3.571 0.839 -3.763
C 0.899 0.113 1.966
C 1.848 1.269 1.921
C 1.828 2.276 2.893
C 2.603 3.417 2.787
C 3.447 3.585 1.694
C 3.542 2.569 0.746
C 2.766 1.431 0.872
C 4.194 4.808 1.525
N 4.776 5.790 1.381
H 0.361 0.110 2.917
H 1.456 -0.823 1.913
H 1.166 2.166 3.743
H 2.543 4.192 3.541
H 4.214 2.685 -0.095
H 2.848 0.666 0.109
N 1.052 2.143 -2.588
C 0.673 2.871 -1.519
N 0.090 2.379 -0.452
C -0.147 3.391 0.488
C -0.766 3.228 1.719
C -0.932 4.327 2.542
C -0.469 5.585 2.158
C 0.159 5.760 0.935
C 0.302 4.654 0.112
S 1.020 4.572 -1.471
H 0.622 1.229 -2.696
H 1.311 2.632 -3.427
H -1.084 2.244 2.046
H -1.415 4.205 3.503
H -0.601 6.433 2.816
H 0.524 6.732 0.630
C -0.233 -4.165 -1.523
C -1.665 -3.853 -1.099
As -1.800 -2.409 0.211
C -1.544 -3.433 1.866
C -0.165 -3.245 2.501
C -3.729 -2.111 0.263
C -4.561 -3.389 0.269
H -0.220 -4.997 -2.230
H 0.392 -4.445 -0.670
H 0.215 -3.302 -2.015
H -2.144 -4.714 -0.636
H -2.249 -3.545 -1.962
H -1.717 -4.479 1.617
H -2.332 -3.128 2.555
H 0.638 -3.411 1.778
H -0.018 -3.946 3.324
H -0.040 -2.237 2.893
H -3.980 -1.482 -0.591
H -3.908 -1.515 1.160
H -4.461 -3.933 -0.671
H -5.617 -3.145 0.393
H -4.280 -4.062 1.081
C 4.860 -1.986 -0.663
C 3.630 -2.897 -0.772
C 3.561 -3.576 -2.146
C 3.629 -3.943 0.352
C 2.427 -2.052 -0.603
N 1.497 -1.399 -0.471
H 5.755 -2.602 -0.752
H 4.887 -1.469 0.297
H 4.871 -1.242 -1.460
H 4.444 -4.205 -2.270
H 3.545 -2.838 -2.949
H 2.673 -4.203 -2.233
H 4.519 -4.566 0.250
H 2.749 -4.585 0.291
H 3.649 -3.468 1.334
```

Summary:
- Highest occupied orbital energy: -7.57 eV
- Multiplicity: 1
- E_LUMO: -0.020 hartree
- Energy above the lowest of the compared OMol25 structures with the same formula, charge and spin: 81.8 kJ/mol
- Frontier orbital gap: 0.2586 hartree
- Net charge: 0

=====

Molecular formula: C33H39CrN7
Method: DFT, ωB97M-V with the def2-TZVPD basis set

Geometry as XYZ:
```
80
Properties=species:S:1:pos:R:3
Cr -0.212 -0.372 -0.076
C 2.854 -1.637 2.039
C 3.220 -2.057 0.659
C 4.069 -3.135 0.455
C 4.427 -3.528 -0.823
C 3.941 -2.840 -1.918
C 3.099 -1.745 -1.760
C 2.612 -1.017 -2.972
C 2.760 -1.374 -0.464
N 1.867 -0.249 -0.324
C 2.330 0.940 -0.563
C 3.761 1.320 -0.757
C 1.279 2.015 -0.762
C 1.731 3.389 -1.127
N 0.054 1.599 -0.685
C -1.041 2.476 -0.994
C -1.516 3.345 -0.022
C -0.885 3.455 1.331
C -2.637 4.105 -0.340
C -3.253 3.986 -1.576
C -2.750 3.110 -2.521
C -1.631 2.333 -2.246
C -1.077 1.409 -3.283
H 3.204 -2.366 2.763
H 1.779 -1.541 2.154
H 3.294 -0.676 2.300
H 4.455 -3.665 1.309
H 5.080 -4.371 -0.963
H 4.217 -3.148 -2.913
H 2.443 -1.718 -3.789
H 3.355 -0.305 -3.323
H 1.681 -0.469 -2.801
H 4.432 0.493 -0.543
H 4.002 2.163 -0.107
H 3.932 1.659 -1.775
H 2.327 3.353 -2.037
H 2.375 3.794 -0.350
H 0.890 4.061 -1.279
H -1.168 2.617 1.972
H -1.210 4.367 1.822
H 0.206 3.478 1.289
H -3.021 4.800 0.389
H -4.122 4.583 -1.804
H -3.224 3.023 -3.484
H -1.865 1.065 -3.947
H -0.592 0.526 -2.842
H -0.331 1.915 -3.897
C -4.953 -0.068 -1.370
C -4.445 0.694 -0.332
C -3.119 0.524 0.029
N -2.305 -0.347 -0.578
C -2.805 -1.082 -1.574
C -4.119 -0.976 -2.002
H -5.982 0.040 -1.680
H -5.053 1.411 0.191
H -2.681 1.107 0.824
H -2.124 -1.786 -2.042
H -4.469 -1.595 -2.812
N -0.125 -3.383 0.811
C 0.141 -4.626 0.381
C 0.315 -4.557 -0.984
C 0.141 -3.209 -1.296
N -0.125 -2.497 -0.203
H -0.271 -3.062 1.757
H 0.180 -5.447 1.064
H 0.534 -5.363 -1.649
H 0.210 -2.720 -2.249
N -1.439 -0.095 6.197
C -1.205 -0.146 4.882
C -0.239 0.672 4.271
C -0.036 0.573 2.920
N -0.705 -0.260 2.105
C -1.640 -1.030 2.694
C -1.914 -1.025 4.040
H -0.938 0.543 6.796
H -2.145 -0.672 6.623
H 0.339 1.371 4.851
H 0.712 1.197 2.448
H -2.204 -1.677 2.031
H -2.672 -1.679 4.434
```

Summary:
- Highest occupied orbital energy (spin up / spin down): -13.52 / -13.89 eV
- Expectation value of S²: 6.019
- Multiplicity: 5
- E_LUMO (spin up / spin down): -0.219 / -0.230 hartree
- Energy above the lowest of the compared OMol25 structures with the same formula, charge and spin: 3.6 kJ/mol
- Frontier orbital gap (spin up / spin down): 0.2775 / 0.2802 hartree
- Net charge: +2

=====

Molecular formula: C33H39IrSb
Method: DFT, ωB97M-V with the def2-TZVPD basis set

Geometry as XYZ:
```
74
Properties=species:S:1:pos:R:3
Ir 0.555 -0.152 1.400
C 1.573 1.489 4.315
C 0.782 0.346 3.755
C 1.452 -0.856 3.372
C 2.922 -1.011 3.654
C 0.698 -1.920 2.769
C 1.413 -3.175 2.340
C -0.730 -1.829 2.702
C -1.537 -2.941 2.102
C -1.393 -0.692 3.249
C -2.881 -0.680 3.404
C -0.641 0.430 3.672
C -1.350 1.659 4.151
H 1.460 1.489 5.405
H 1.220 2.455 3.964
H 2.633 1.406 4.100
H 3.530 -0.299 3.094
H 3.283 -2.010 3.447
H 3.097 -0.820 4.715
H 1.527 -3.836 3.204
H 2.404 -2.963 1.949
H 0.873 -3.725 1.577
H -1.739 -3.703 2.863
H -1.018 -3.438 1.289
H -2.497 -2.586 1.736
H -3.369 -0.135 2.592
H -3.157 -0.186 4.335
H -3.291 -1.686 3.436
H -1.550 1.558 5.224
H -2.307 1.796 3.655
H -0.760 2.561 4.025
C 0.573 0.768 -4.435
C 1.006 1.933 -3.643
C 1.710 2.991 -4.305
C 2.167 4.088 -3.625
C 1.932 4.162 -2.247
C 1.230 3.117 -1.563
C 0.761 2.017 -2.225
Sb -0.177 0.455 -1.079
C 0.856 -1.293 -1.674
C 0.310 -2.346 -2.412
C 1.036 -3.498 -2.662
C 2.332 -3.614 -2.177
C 2.894 -2.570 -1.460
C 2.187 -1.397 -1.197
C 2.932 -0.289 -0.495
C -2.197 0.442 -1.837
C -2.847 -0.724 -2.134
C -4.195 -0.742 -2.623
C -4.915 0.442 -2.806
C -4.300 1.618 -2.474
C -2.966 1.654 -1.947
C -2.440 2.972 -1.531
H 0.686 0.910 -5.506
H -0.461 0.490 -4.204
H 1.180 -0.101 -4.136
H 1.868 2.895 -5.373
H 2.696 4.887 -4.128
H 2.282 5.017 -1.680
H 1.095 3.241 -0.494
H -0.678 -2.274 -2.841
H 0.598 -4.299 -3.243
H 2.913 -4.505 -2.381
H 3.918 -2.654 -1.115
H 3.912 -0.630 -0.165
H 2.458 0.126 0.438
H 3.083 0.592 -1.125
H -2.386 -1.692 -1.998
H -4.648 -1.697 -2.864
H -5.926 0.412 -3.191
H -4.817 2.565 -2.582
H -3.236 3.683 -1.313
H -1.866 3.394 -2.370
H -1.764 2.909 -0.675
```

Summary:
- Highest occupied orbital energy (spin up / spin down): -19.44 / -19.78 eV
- Expectation value of S²: 8.799
- Multiplicity: 6
- E_LUMO (spin up / spin down): -0.418 / -0.552 hartree
- Frontier orbital gap (spin up / spin down): 0.2967 / 0.1751 hartree
- Net charge: +4

=====

Molecular formula: C33H40AlBCl2N7OS
Method: DFT, ωB97M-V with the def2-TZVPD basis set

Geometry as XYZ:
```
86
Properties=species:S:1:pos:R:3
C 1.726 -6.005 -0.367
C 0.479 -5.145 -0.271
Cl -0.010 -4.618 -1.932
C 0.685 -3.981 0.673
Cl -0.969 -3.391 1.205
Al 1.633 -2.230 0.145
S 3.894 -2.541 -0.231
B 1.552 -0.989 1.934
N 2.184 -1.291 3.239
O 0.882 0.228 1.968
H 1.554 -6.850 -1.034
H 2.564 -5.427 -0.751
H 1.982 -6.393 0.622
H -0.357 -5.763 0.061
H 1.122 -4.409 1.580
H 0.819 -1.548 -1.049
H 3.964 -3.826 -0.598
H 2.975 -1.913 3.100
H 1.554 -1.769 3.875
H 0.257 0.282 1.243
N 0.283 0.252 -3.118
C 0.620 1.085 -4.097
C -0.005 2.305 -4.319
C -1.044 2.671 -3.476
C -1.401 1.807 -2.455
C -0.712 0.608 -2.311
H 1.436 0.763 -4.736
H 0.314 2.944 -5.131
H -1.567 3.608 -3.616
H -2.214 2.046 -1.782
H -0.955 -0.095 -1.521
N 5.841 3.586 3.672
C 5.059 3.398 4.736
C 4.039 2.460 4.782
C 3.804 1.665 3.670
C 4.612 1.852 2.558
C 5.608 2.816 2.609
H 5.262 4.036 5.590
H 3.438 2.358 5.677
H 3.021 0.916 3.655
H 4.470 1.257 1.665
H 6.253 2.979 1.752
N -6.136 -0.014 -3.849
C -4.890 0.386 -4.096
C -3.766 -0.379 -3.825
C -3.939 -1.630 -3.254
C -5.230 -2.059 -2.987
C -6.288 -1.221 -3.305
H -4.786 1.374 -4.531
H -2.779 -0.005 -4.054
H -3.084 -2.253 -3.020
H -5.416 -3.026 -2.540
H -7.309 -1.532 -3.111
N -4.936 1.294 -8.099
C -4.643 2.143 -9.080
C -5.313 3.341 -9.286
C -6.347 3.674 -8.425
C -6.663 2.799 -7.400
C -5.931 1.625 -7.279
H -3.829 1.853 -9.735
H -5.027 3.992 -10.101
H -6.894 4.600 -8.551
H -7.459 3.012 -6.699
H -6.157 0.922 -6.485
N -0.004 -8.824 3.049
C 0.106 -8.739 4.373
C -0.168 -7.586 5.094
C -0.580 -6.458 4.403
C -0.700 -6.526 3.025
C -0.400 -7.730 2.400
H 0.433 -9.639 4.884
H -0.058 -7.579 6.170
H -0.801 -5.535 4.926
H -1.013 -5.662 2.451
H -0.481 -7.819 1.322
N 4.846 6.399 6.856
C 5.261 7.045 5.768
C 4.705 8.241 5.335
C 3.664 8.791 6.064
C 3.223 8.125 7.197
C 3.846 6.937 7.548
H 6.068 6.579 5.214
H 5.082 8.721 4.442
H 3.203 9.720 5.754
H 2.410 8.512 7.797
H 3.524 6.389 8.427
```

Summary:
- Highest occupied orbital energy: -4.54 eV
- Multiplicity: 1
- E_LUMO: 0.078 hartree
- Frontier orbital gap: 0.2448 hartree
- Net charge: -1

=====

Molecular formula: C33H40Cl2GeN3O6Tl
Method: DFT, ωB97M-V with the def2-TZVPD basis set

Geometry as XYZ:
```
86
Properties=species:S:1:pos:R:3
Tl -0.538 -0.812 -0.041
C -0.365 -0.983 4.325
C 1.080 -1.152 3.837
C 1.417 -2.648 3.795
C 2.024 -0.435 4.815
O 1.198 -0.582 2.558
Ge 2.716 -0.764 1.439
O 2.022 0.502 0.226
C 2.565 1.705 -0.248
C 1.867 2.898 0.415
C 4.072 1.799 0.032
C 2.331 1.751 -1.761
O 2.005 -2.201 0.495
C 2.649 -3.298 -0.105
C 3.876 -3.721 0.723
C 3.106 -2.934 -1.521
C 1.667 -4.470 -0.147
H -0.500 -1.490 5.283
H -0.605 0.075 4.453
H -1.042 -1.408 3.588
H 1.258 -3.117 4.769
H 0.786 -3.130 3.047
H 2.460 -2.783 3.499
H 1.906 -0.815 5.833
H 3.058 -0.580 4.497
H 1.811 0.638 4.812
H 2.032 2.865 1.495
H 2.252 3.845 0.026
H 0.792 2.846 0.229
H 4.248 1.773 1.109
H 4.580 0.943 -0.417
H 4.490 2.722 -0.378
H 1.264 1.667 -1.969
H 2.711 2.682 -2.192
H 2.832 0.902 -2.228
H 4.611 -2.913 0.741
H 3.567 -3.929 1.750
H 4.340 -4.613 0.299
H 3.778 -2.072 -1.479
H 3.630 -3.774 -1.984
H 2.245 -2.684 -2.142
H 1.390 -4.742 0.876
H 0.765 -4.181 -0.682
H 2.120 -5.331 -0.645
Cl -5.281 1.965 -1.843
C -4.341 2.540 -0.518
C -4.595 3.803 -0.019
C -3.850 4.288 1.037
Cl -4.236 5.859 1.660
C -2.790 3.541 1.615
C -1.972 3.995 2.669
C -0.927 3.223 3.099
C -0.688 1.994 2.463
N -1.482 1.529 1.524
C -2.521 2.250 1.100
C -3.355 1.653 0.036
O -3.202 0.494 -0.357
H -5.377 4.404 -0.460
H -2.175 4.960 3.115
H -0.275 3.557 3.894
H 0.175 1.369 2.688
O 0.028 -3.698 -3.721
C -0.510 -2.851 -2.992
O -0.918 -2.942 -1.809
C -0.757 -1.473 -3.674
C -0.958 -1.458 -5.080
C -1.297 -0.285 -5.684
C -1.418 0.890 -4.905
C -1.783 2.145 -5.444
C -1.885 3.246 -4.639
C -1.603 3.147 -3.263
C -1.231 1.950 -2.715
C -1.153 0.788 -3.517
N -0.829 -0.400 -2.937
H -0.835 -2.386 -5.618
H -1.478 -0.229 -6.753
H -1.978 2.213 -6.509
H -2.165 4.204 -5.060
H -1.689 4.028 -2.637
H -1.001 1.847 -1.664
C -4.492 -3.097 0.850
C -3.106 -2.933 1.245
N -2.012 -2.792 1.562
H -4.769 -2.247 0.223
H -5.131 -3.125 1.731
H -4.612 -4.017 0.281
```

Summary:
- Highest occupied orbital energy (spin up / spin down): -3.90 / -3.89 eV
- Expectation value of S²: 0.796
- Multiplicity: 2
- E_LUMO (spin up / spin down): 0.058 / -0.022 hartree
- Energy above the lowest of the compared OMol25 structures with the same formula, charge and spin: 18.5 kJ/mol
- Frontier orbital gap (spin up / spin down): 0.2010 / 0.1208 hartree
- Net charge: -1

=====

Molecular formula: C33H40F3I2N3PmSSbSi
Method: DFT, ωB97M-V with the def2-TZVPD basis set

Geometry as XYZ:
```
85
Properties=species:S:1:pos:R:3
Pm 0.288 -1.936 -0.015
C -2.294 -2.773 6.903
Si -2.390 -3.091 5.073
C -2.031 -4.914 4.676
C -4.080 -2.739 4.321
C -1.034 -1.991 4.276
C -0.195 -1.211 5.090
C 0.961 -0.611 4.538
C 1.190 -0.665 3.163
N 0.423 -1.430 2.381
C -0.709 -1.998 2.849
S -1.656 -2.872 1.699
H -2.912 -3.467 7.491
H -2.623 -1.758 7.143
H -1.255 -2.883 7.278
H -2.930 -5.500 4.680
H -1.364 -5.395 5.427
H -1.576 -5.010 3.646
H -4.782 -3.387 4.906
H -4.193 -3.028 3.265
H -4.388 -1.713 4.498
H -0.452 -1.057 6.125
H 1.680 -0.061 5.170
H 2.032 -0.136 2.708
I 1.463 -5.189 0.634
C 3.580 -4.388 0.441
I 3.951 -2.240 0.505
H 4.049 -4.796 -0.451
H 4.042 -4.715 1.361
C -4.025 0.435 -2.840
C -3.696 -0.024 -1.442
N -3.104 1.030 -0.579
C -3.931 2.219 -0.424
C -3.802 3.356 -1.432
C -1.872 0.854 -0.053
C -1.567 1.641 1.197
N -0.972 0.018 -0.561
H -4.388 -0.436 -3.403
H -3.176 0.841 -3.371
H -4.893 1.111 -2.827
H -3.017 -0.895 -1.407
H -4.598 -0.382 -0.924
H -3.782 2.608 0.573
H -4.933 1.784 -0.430
H -3.030 4.076 -1.090
H -4.768 3.873 -1.476
H -3.581 2.982 -2.450
H -2.402 1.638 1.896
H -1.313 2.682 0.955
H -0.670 1.240 1.663
H -1.113 0.076 -1.575
F 8.018 1.232 -3.402
C 6.743 1.293 -2.883
C 5.699 0.832 -3.665
C 4.414 0.898 -3.168
C 4.190 1.339 -1.866
C 5.252 1.733 -1.066
C 6.549 1.702 -1.564
Sb 2.165 1.194 -1.059
C 1.425 -0.410 -2.464
C 1.783 -1.766 -2.318
C 1.062 -2.770 -2.982
C 0.276 -2.375 -4.072
F -0.154 -3.304 -4.976
C 0.028 -1.052 -4.333
C 0.556 -0.089 -3.499
C 1.621 3.194 -1.777
C 1.106 4.044 -0.772
C 0.728 5.318 -1.055
C 0.773 5.783 -2.390
F 0.415 7.066 -2.672
C 1.215 4.961 -3.401
C 1.567 3.629 -3.115
H 5.885 0.489 -4.661
H 3.583 0.689 -3.824
H 5.099 2.192 -0.065
H 7.386 2.040 -0.908
H 2.750 -2.031 -1.855
H 1.234 -3.798 -2.769
H -0.611 -0.809 -5.175
H 0.317 0.938 -3.626
H 1.150 3.714 0.289
H 0.480 6.054 -0.295
H 1.225 5.273 -4.446
H 1.906 3.023 -3.948
```

Summary:
- Highest occupied orbital energy (spin up / spin down): -13.17 / -13.18 eV
- Expectation value of S²: 6.007
- Multiplicity: 5
- E_LUMO (spin up / spin down): -0.235 / -0.234 hartree
- Energy above the lowest of the compared OMol25 structures with the same formula, charge and spin: 168.6 kJ/mol
- Frontier orbital gap (spin up / spin down): 0.2488 / 0.2506 hartree
- Net charge: +2

=====

no.,calculated total energy (hartree),M (g/mol)
1,-5250.45726,721.65
2,-2708.30232,585.72
3,-1623.74485,749.65
4,-3326.02192,691.50
5,-5067.14765,922.60
6,-3876.53352,1116.42